(1)
Entry from OMol25: a structure of composition C40H34BBrCdF6N6P (ωB97M-V/def2-TZVPD).

The geometry in ORCA input format:
```
! RIJCOSX wB97M-V def2-TZVPD def2/J DEFGRID3
* xyz 0 2
Cd -0.10486 -0.31100 0.22541
C 5.38203 0.63055 -0.82898
C 3.95325 0.96726 -1.09247
C 3.43607 1.99771 -1.84963
C 2.04348 1.83956 -1.77781
N 1.74226 0.80650 -0.99670
N 2.91446 0.26371 -0.59235
B 2.97330 -1.00929 0.28579
N 2.15154 -2.14034 -0.38947
N 0.95793 -1.88310 -0.97784
C 0.57704 -2.98797 -1.61207
C 1.51394 -4.00147 -1.39503
C 2.50213 -3.42042 -0.62096
C 3.75594 -4.03701 -0.10274
C -0.61929 -2.98196 -2.46638
C -1.48780 -4.06869 -2.50406
C -2.60941 -4.03582 -3.31554
C -2.87167 -2.92338 -4.10634
C -1.99962 -1.84468 -4.08795
C -0.87754 -1.87600 -3.27290
N 2.47553 -0.69793 1.72301
N 1.26621 -0.13553 1.99098
C 1.18302 0.01388 3.31815
C 2.36432 -0.45535 3.90689
C 3.15222 -0.89674 2.86846
C 4.52328 -1.48014 2.93871
C 0.03621 0.59863 4.04179
C -1.17093 0.91583 3.42898
C -2.22257 1.45346 4.15124
C -2.08916 1.69076 5.51021
C -0.89116 1.38206 6.13726
C 0.15641 0.84248 5.41110
C 1.00091 2.62900 -2.45181
C 1.19374 3.98398 -2.71447
C 0.20370 4.73061 -3.33268
C -0.99393 4.13396 -3.70577
C -1.18756 2.78147 -3.46385
C -0.19603 2.03617 -2.84589
H 6.01981 1.36484 -1.31737
H 5.63863 -0.35707 -1.21135
H 5.60225 0.64006 0.23828
H 3.99118 2.72574 -2.41444
H 4.10754 -1.36483 0.36728
H 1.50168 -5.00334 -1.78629
H 3.83424 -5.05839 -0.47001
H 3.75153 -4.06885 0.98699
H 4.63929 -3.48392 -0.42042
H -1.30385 -4.91835 -1.86063
H -3.28883 -4.87769 -3.32404
H -3.74664 -2.90536 -4.74289
H -2.18310 -0.98311 -4.71779
H -0.17109 -1.05520 -3.27800
H 2.62453 -0.48383 4.94868
H 4.81349 -1.58185 3.98240
H 5.25478 -0.84500 2.43882
H 4.56704 -2.46344 2.47344
H -1.31519 0.71294 2.38183
H -3.15791 1.66824 3.64999
H -2.91399 2.10019 6.07809
H -0.77152 1.55683 7.19817
H 1.07949 0.60990 5.92220
H 2.11626 4.46000 -2.40708
H 0.36606 5.78373 -3.52283
H -1.76343 4.71730 -4.19403
H -2.11169 2.30071 -3.76211
H -0.34108 0.97867 -2.67099
Br -0.06005 2.96562 0.88128
C -1.82698 3.10198 0.29661
C -2.37474 4.38524 0.35730
C -3.66848 4.61942 -0.06198
C -4.43231 3.56755 -0.54993
C -3.90616 2.27891 -0.60794
C -4.71535 1.23612 -1.12690
C -4.24252 -0.05624 -1.20524
C -2.96162 -0.33110 -0.75353
C -2.06106 0.66920 -0.28097
C -2.56846 1.99377 -0.17904
H -1.76760 5.19413 0.73596
H -4.07828 5.61851 -0.01099
H -5.44364 3.73852 -0.89525
H -5.72214 1.47776 -1.44384
H -4.86541 -0.85361 -1.58618
H -2.64027 -1.36473 -0.75918
F -2.02621 -1.40855 1.75473
P -1.67321 -3.02401 1.90993
F -1.46817 -2.81758 3.48128
F -1.85366 -3.13928 0.28998
F -3.23184 -3.33259 2.10505
F -0.10058 -2.62848 1.65342
F -1.28810 -4.57024 1.99524
*
```

* max |F|: 0.602 eV/A
* HOMO (alpha / beta): -0.30149 / -0.30146 Ha
* calculated total energy: -5580.69128 Eh
* E_LUMO (alpha / beta): -1.03 / -3.81 eV

In elementary charge units, the Löwdin charges are: number 1, Cd, carries 1.397; number 2, C, carries -0.021; number 3, C, carries -0.266; number 4, C, carries 0.028; number 5, C, carries -0.281; number 6, N, carries 0.031; number 7, N, carries 0.021; number 8, B, carries -0.506; number 9, N, carries 0.024; number 10, N, carries 0.007; number 11, C, carries -0.259; number 12, C, carries 0.047; number 13, C, carries -0.257; number 14, C, carries -0.013; number 15, C, carries -0.182; number 16, C, carries -0.033; number 17, C, carries -0.074; number 18, C, carries -0.096; number 19, C, carries -0.091; number 20, C, carries -0.049; number 21, N, carries 0.023; number 22, N, carries 0.014; number 23, C, carries -0.227; number 24, C, carries 0.033; number 25, C, carries -0.260; number 26, C, carries -0.013; number 27, C, carries -0.153; number 28, C, carries -0.086; number 29, C, carries -0.072; number 30, C, carries -0.089; number 31, C, carries -0.081; number 32, C, carries -0.028; number 33, C, carries -0.195; number 34, C, carries -0.039; number 35, C, carries -0.083; number 36, C, carries -0.093; number 37, C, carries -0.083; number 38, C, carries -0.050; number 39, H, carries 0.080; number 40, H, carries 0.083; number 41, H, carries 0.077; number 42, H, carries 0.110; number 43, H, carries 0.106; number 44, H, carries 0.115; number 45, H, carries 0.082; number 46, H, carries 0.079; number 47, H, carries 0.079; number 48, H, carries 0.121; number 49, H, carries 0.104; number 50, H, carries 0.098; number 51, H, carries 0.100; number 52, H, carries 0.095; number 53, H, carries 0.106; number 54, H, carries 0.083; number 55, H, carries 0.078; number 56, H, carries 0.069; number 57, H, carries 0.029; number 58, H, carries 0.104; number 59, H, carries 0.100; number 60, H, carries 0.102; number 61, H, carries 0.101; number 62, H, carries 0.113; number 63, H, carries 0.102; number 64, H, carries 0.099; number 65, H, carries 0.103; number 66, H, carries 0.074; number 67, Br, carries 0.925; number 68, C, carries -0.564; number 69, C, carries -0.102; number 70, C, carries -0.035; number 71, C, carries 0.009; number 72, C, carries -0.171; number 73, C, carries 0.029; number 74, C, carries -0.027; number 75, C, carries -0.073; number 76, C, carries -0.103; number 77, C, carries -0.239; number 78, H, carries 0.102; number 79, H, carries 0.116; number 80, H, carries 0.122; number 81, H, carries 0.124; number 82, H, carries 0.119; number 83, H, carries 0.074; number 84, F, carries -0.233; number 85, P, carries 0.164; number 86, F, carries -0.131; number 87, F, carries -0.177; number 88, F, carries -0.138; number 89, F, carries -0.202; number 90, F, carries -0.130



(2)
Entry from OMol25: a structure of composition C40H34N2O3Si2Sn (ωB97M-V/def2-TZVPD).

The geometry in ORCA input format:
```
! RIJCOSX wB97M-V def2-TZVPD def2/J DEFGRID3
* xyz 0 1
Sn -0.02561 -0.05559 -0.22577
C -3.21025 2.56124 1.65127
C -3.52929 1.94503 2.84587
C -2.89010 0.75063 3.19726
C -1.94830 0.21158 2.33931
N -1.64446 0.81832 1.17454
C -2.25123 1.95606 0.83914
C -1.18786 -1.02711 2.62797
C -1.37461 -1.80507 3.75664
C -0.60303 -2.96384 3.91081
C 0.32566 -3.29885 2.94436
C 0.45386 -2.45725 1.83819
N -0.28498 -1.36459 1.69101
H -3.67031 3.48676 1.34028
H -4.26287 2.37922 3.51151
H -3.12850 0.26756 4.13285
H -1.95677 2.37956 -0.11121
H -2.10047 -1.53659 4.50938
H -0.73721 -3.58726 4.78444
H 0.94072 -4.18248 3.02204
H 1.17463 -2.64195 1.05259
O -1.44070 0.76918 -1.71861
O -0.85320 0.55651 -2.86998
O 1.95877 -0.43281 -0.02766
C -1.64235 -5.93062 0.91411
C -0.52289 -6.04715 0.10180
C -0.11723 -4.97575 -0.68613
C -0.81087 -3.76455 -0.67868
C -1.93649 -3.67324 0.14678
C -2.35689 -4.73819 0.92890
Si -0.28715 -2.28232 -1.74463
C -1.50969 -2.33332 -3.17081
C -1.12493 -2.88387 -4.39330
C -2.01723 -2.97772 -5.45420
C -3.31815 -2.51954 -5.30859
C -3.72003 -1.96770 -4.09822
C -2.82210 -1.87310 -3.04676
H -1.96214 -6.76562 1.52453
H 0.03365 -6.97589 0.07740
H 0.75897 -5.08477 -1.31603
H -2.50410 -2.74659 0.17306
H -3.23824 -4.64072 1.55116
H 1.05372 -2.60057 -2.29919
H -0.11084 -3.24513 -4.52409
H -1.69369 -3.40575 -6.39468
H -4.01496 -2.58579 -6.13439
H -4.73151 -1.59974 -3.97961
H -3.14765 -1.41708 -2.11808
C 5.87736 2.72365 0.39977
C 5.00611 3.57160 1.06644
C 3.63509 3.45355 0.86478
C 3.10780 2.49003 0.00189
C 4.00281 1.64662 -0.66098
C 5.37030 1.76369 -0.46812
Si 1.24412 2.43436 -0.29320
C 0.49403 3.42558 1.13678
C 0.41599 2.86551 2.41606
C -0.12440 3.56475 3.48400
C -0.61295 4.85280 3.28846
C -0.54021 5.43071 2.02936
C 0.01072 4.72366 0.96479
C 0.94772 3.39661 -1.88433
C 2.02411 4.08551 -2.45506
C 1.85778 4.86453 -3.59370
C 0.60831 4.97143 -4.18676
C -0.47394 4.30220 -3.63091
C -0.30292 3.52534 -2.49517
H 6.94570 2.80806 0.55419
H 5.38819 4.32554 1.74326
H 2.97134 4.13011 1.39013
H 3.62213 0.88231 -1.32393
H 6.04401 1.09673 -0.99141
H 0.80142 1.86244 2.58089
H -0.16419 3.11120 4.46683
H -1.03852 5.40513 4.11683
H -0.90961 6.43669 1.87298
H 0.05947 5.18548 -0.01501
H 3.00658 4.01326 -2.00730
H 2.70782 5.38407 -4.01745
H 0.47809 5.57038 -5.07909
H -1.45212 4.37288 -4.08920
H -1.16265 3.00567 -2.09331
*
```

* max |F|: 1.843 eV/A
* HOMO (alpha / beta): -0.26646 / -0.27476 Ha
* calculated total energy: -2673.01855 Eh
* E_LUMO (alpha / beta): -1.03 / -1.03 eV

In elementary charge units, the natural (NBO) charges are: number 1, Sn, carries 1.376; number 2, C, carries -0.180; number 3, C, carries -0.147; number 4, C, carries -0.223; number 5, C, carries 0.157; number 6, N, carries -0.506; number 7, C, carries 0.091; number 8, C, carries 0.249; number 9, C, carries -0.241; number 10, C, carries -0.138; number 11, C, carries -0.224; number 12, C, carries 0.107; number 13, N, carries -0.512; number 14, H, carries 0.231; number 15, H, carries 0.228; number 16, H, carries 0.224; number 17, H, carries 0.244; number 18, H, carries 0.222; number 19, H, carries 0.227; number 20, H, carries 0.238; number 21, H, carries 0.243; number 22, O, carries -0.474; number 23, O, carries -0.233; number 24, O, carries -0.828; number 25, C, carries -0.222; number 26, C, carries -0.233; number 27, C, carries -0.152; number 28, C, carries -0.468; number 29, C, carries -0.222; number 30, C, carries -0.211; number 31, Si, carries 0.936; number 32, C, carries -0.469; number 33, C, carries -0.199; number 34, C, carries -0.217; number 35, C, carries -0.199; number 36, C, carries -0.237; number 37, C, carries -0.126; number 38, H, carries 0.212; number 39, H, carries 0.212; number 40, H, carries 0.207; number 41, H, carries 0.202; number 42, H, carries 0.209; number 43, H, carries -0.157; number 44, H, carries 0.209; number 45, H, carries 0.209; number 46, H, carries 0.207; number 47, H, carries 0.207; number 48, H, carries 0.195; number 49, C, carries -0.210; number 50, C, carries -0.213; number 51, C, carries -0.209; number 52, C, carries -0.520; number 53, C, carries -0.103; number 54, C, carries -0.241; number 55, Si, carries 1.316; number 56, C, carries -0.518; number 57, C, carries -0.211; number 58, C, carries -0.215; number 59, C, carries -0.218; number 60, C, carries -0.236; number 61, C, carries -0.146; number 62, C, carries -0.441; number 63, C, carries -0.219; number 64, C, carries -0.209; number 65, C, carries -0.208; number 66, C, carries -0.208; number 67, C, carries -0.203; number 68, H, carries 0.208; number 69, H, carries 0.207; number 70, H, carries 0.211; number 71, H, carries 0.223; number 72, H, carries 0.210; number 73, H, carries 0.212; number 74, H, carries 0.210; number 75, H, carries 0.212; number 76, H, carries 0.214; number 77, H, carries 0.216; number 78, H, carries 0.222; number 79, H, carries 0.210; number 80, H, carries 0.210; number 81, H, carries 0.210; number 82, H, carries 0.215